# 1
{
  "formula": "C16H46FHfN2O10",
  "method": "ωB97M-V/def2-TZVPD",
  "gap_ev": 4.8,
  "total_charge": 3,
  "e_above_lowest_kcal_mol": 0.0,
  "e_lumo_ev": -11.09,
  "species": ["Hf", "F", "C", "C", "C", "O", "C", "N", "H", "H", "H", "H", "H", "H", "H", "H", "H", "H", "H", "C", "C", "C", "O", "C", "N", "H", "H", "H", "H", "H", "H", "H", "H", "H", "H", "H", "C", "C", "O", "O", "H", "H", "H", "H", "H", "H", "C", "C", "O", "O", "H", "H", "H", "H", "H", "H", "C", "C", "O", "O", "H", "H", "H", "H", "H", "H", "C", "C", "O", "O", "H", "H", "H", "H", "H", "H"],
  "xyz": [[0.246646, -1.199094, 1.837479], [0.891262, -0.770654, -0.257729], [0.924323, -4.155485, -1.339838], [-0.298017, -3.547787, -0.642840], [-1.458405, -4.525426, -0.857821], [-2.623515, -3.817861, -0.408249], [-3.829232, -4.609684, -0.413583], [-0.085904, -3.349210, 0.823272], [1.854803, -3.609979, -1.172943], [0.732226, -4.298617, -2.400090], [1.135127, -5.160232, -0.953857], [-0.558202, -2.604533, -1.118077], [-1.387479, -5.477520, -0.320050], [-1.608368, -4.762275, -1.912898], [-3.854258, -5.331446, 0.400825], [-3.966181, -5.089309, -1.384606], [-4.614414, -3.854710, -0.386187], [0.337721, -4.253774, 1.057706], [-1.021729, -3.482407, 1.218657], [0.922401, 4.359108, -2.306454], [0.195559, 3.912192, -1.055074], [-1.042965, 4.751052, -0.788556], [-1.928340, 4.680344, -1.900724], [-3.049212, 5.505277, -1.705689], [-0.106850, 2.470024, -1.099050], [1.810813, 3.747698, -2.468493], [1.243492, 5.385173, -2.123569], [0.221741, 4.266670, -3.134543], [0.841315, 4.041058, -0.178206], [-0.738192, 5.793424, -0.669642], [-1.533054, 4.421491, 0.135050], [-2.784468, 6.560774, -1.806559], [-3.549135, 5.253659, -0.762480], [-3.829020, 5.313837, -2.445002], [0.727222, 1.957432, -1.384850], [-0.775379, 2.180344, -1.807209], [-3.028005, -0.806553, 1.344605], [-3.057439, -2.057823, 2.229810], [-1.730866, -2.296744, 2.769641], [-1.803898, -0.730503, 0.538248], [-2.917335, 0.048478, 2.013979], [-3.945475, -0.685799, 0.775268], [-3.371527, -2.857063, 1.560212], [-3.709930, -1.888176, 3.084076], [-1.789179, -2.981417, 3.454512], [-2.168395, -0.814782, -0.357219], [-0.508261, 1.419947, 3.736204], [-0.587666, 2.097489, 2.358238], [-0.103650, 1.181450, 1.377004], [-0.876424, 0.045406, 3.515424], [-1.175567, 1.896350, 4.451137], [0.513538, 1.582235, 4.082674], [-0.115690, 3.082845, 2.407323], [-1.607918, 2.412477, 2.112052], [-0.044662, 1.740045, 0.527043], [-1.455138, -0.233375, 4.239757], [3.630368, -1.716442, 1.578917], [3.440504, -0.250809, 1.615496], [2.245478, 0.112893, 2.361413], [2.354032, -2.358814, 1.437227], [4.099853, -2.085489, 2.499129], [4.317933, -2.113605, 0.829402], [3.375512, 0.228653, 0.637930], [4.291559, 0.135998, 2.177689], [2.438955, 0.859047, 2.942238], [2.542096, -3.238953, 1.084248], [3.092659, 0.297726, -2.907830], [3.685287, 1.365535, -3.817701], [4.369830, 2.319228, -2.986157], [2.603013, 0.906106, -1.697328], [3.895132, -0.377167, -2.591310], [2.292206, -0.273086, -3.382167], [2.896804, 1.893066, -4.358660], [4.401516, 0.961869, -4.529412], [4.138630, 2.144979, -2.072514], [1.929773, 0.335256, -1.308728]],
  "forces_ev_per_a": [[0.865, 2.564, -5.833], [-1.244, -0.752, 3.618], [0.330, -0.246, 0.835], [0.216, -0.893, -1.748], [-1.156, 0.907, 0.194], [0.310, -0.368, 0.381], [0.048, 0.830, -0.798], [-0.860, -0.146, 0.540], [-0.166, 0.385, -0.334], [0.102, 0.311, -0.050], [-0.235, -0.068, 0.073], [0.027, 0.075, 0.199], [0.407, 0.026, 0.133], [0.380, 0.036, -0.105], [-0.081, 0.017, 0.030], [0.206, -0.283, 0.099], [-0.261, -0.313, 0.484], [0.533, 0.437, 0.614], [-0.101, -0.052, -0.294], [-0.018, 0.049, 0.543], [-0.008, -0.030, -0.151], [-0.111, 0.071, -0.822], [0.470, -0.713, 0.437], [-0.916, 0.092, -0.127], [0.171, -1.289, 1.095], [-0.007, 0.016, -0.120], [-0.032, 0.077, -0.533], [0.252, 0.283, -0.214], [0.067, 0.088, -0.045], [0.121, 0.063, 0.252], [-0.220, -0.027, 0.068], [-0.003, 0.012, 0.415], [0.261, 0.429, 0.246], [0.453, -0.233, -0.346], [0.245, 0.429, -0.081], [-0.376, 0.646, 0.073], [1.074, 0.858, 2.010], [-0.799, 0.607, -1.294], [1.065, 0.197, 0.023], [-1.057, -1.116, 0.771], [-0.395, 0.174, -0.176], [0.144, -0.197, -0.253], [0.186, -0.534, 0.611], [-0.305, -0.165, -0.233], [0.069, 0.019, -0.061], [1.152, -0.206, -0.355], [0.328, 1.939, -1.301], [-1.394, 0.360, 0.874], [0.544, -0.239, 1.272], [0.969, -0.798, 0.019], [-0.102, -0.164, -0.009], [0.006, -0.847, 0.383], [0.858, -0.370, -0.222], [-0.216, -0.593, -0.016], [-0.241, -0.445, -1.515], [0.133, -0.358, -0.122], [0.891, -1.145, 1.069], [1.021, 1.140, -0.339], [-1.113, -1.703, 0.120], [-1.049, 0.253, 0.528], [-0.397, 0.202, 0.208], [-0.218, 0.697, -0.507], [-0.062, -0.110, -0.024], [0.031, 0.273, -0.277], [-0.198, 0.005, -0.008], [-0.614, -0.037, -0.003], [0.504, -0.530, 0.042], [-0.210, 0.868, 1.104], [0.179, -0.274, -0.660], [-0.453, 0.290, 0.141], [-0.035, -0.166, -0.256], [0.097, 0.045, -0.160], [-0.036, -0.043, -0.087], [-0.091, -0.216, -0.003], [-0.103, 0.101, 0.083], [0.168, -0.202, -0.102]]
}

=====

# 2
{
  "formula": "C9H18N2O4",
  "method": "ωB97M-V/def2-TZVPD",
  "gap_ev": 10.5,
  "total_charge": 0,
  "e_above_lowest_kcal_mol": 88.2,
  "smiles": "CC[C@H](C)[C@H](N)C(=O)N[C@@H](CO)C(=O)O",
  "e_lumo_ev": 0.59,
  "species": ["C", "C", "C", "C", "C", "N", "C", "O", "N", "C", "C", "O", "C", "O", "O", "H", "H", "H", "H", "H", "H", "H", "H", "H", "H", "H", "H", "H", "H", "H", "H", "H", "H"],
  "xyz": [[0.181855, -3.212560, -2.338513], [-0.616560, -1.875468, -1.900140], [-0.867931, -1.746971, -0.363811], [-2.005705, -0.742663, -0.095084], [0.516373, -1.331623, 0.252421], [0.377982, -1.518689, 1.638365], [0.847930, 0.090066, -0.133748], [1.416337, 0.621398, -1.174861], [0.435300, 1.011444, 0.883608], [1.135108, 2.328849, 0.773698], [0.245888, 3.122939, -0.252031], [-1.064516, 3.167297, 0.414014], [1.320974, 2.887112, 2.219412], [2.388953, 2.660849, 2.713055], [0.215394, 3.470838, 2.835415], [0.172385, -3.348959, -3.410311], [1.380048, -3.298826, -1.931988], [-0.250655, -4.165688, -1.964283], [0.002697, -0.859929, -2.138285], [-1.574376, -1.896797, -2.400588], [-1.185935, -2.744728, -0.124703], [-2.931083, -1.156649, -0.371331], [-2.158772, -0.646043, 1.046759], [-1.848909, 0.136146, -0.601164], [1.267674, -2.039021, -0.185631], [1.262819, -2.075426, 1.951977], [-0.484716, -2.124273, 1.747219], [0.550106, 0.606474, 1.871683], [2.120881, 2.115756, 0.333718], [0.262807, 2.677057, -1.196299], [0.681655, 4.161694, -0.451067], [-1.325429, 2.300557, 0.175643], [-0.468576, 3.425838, 2.176851]],
  "forces_ev_per_a": [[2.166, 0.371, 1.938], [2.322, 0.839, 0.031], [0.557, 0.981, -2.808], [0.710, -2.548, 3.596], [-0.772, -1.600, -2.519], [1.246, -2.450, 2.750], [1.641, 4.439, -1.196], [-2.314, -3.361, 3.535], [2.052, -1.252, 1.059], [-1.061, -0.177, -1.374], [1.392, 2.533, 3.188], [1.402, 1.571, -1.366], [-0.822, -0.314, -0.841], [-0.657, 0.731, 0.883], [3.003, -0.888, -0.001], [0.287, 0.354, -0.318], [-3.349, 0.609, -1.286], [-0.181, 0.789, 0.177], [-1.524, -2.634, -0.282], [-0.169, 0.205, -0.372], [0.196, -0.531, 1.115], [-1.197, -0.638, -0.877], [0.535, 0.535, -1.682], [0.336, 2.325, -0.879], [-0.457, 0.890, 0.086], [-2.480, 1.264, -0.159], [1.796, 0.827, 0.514], [-0.671, 0.290, -2.114], [-0.191, 0.487, 0.392], [-0.444, -1.143, -1.226], [-0.945, -1.097, 0.741], [-1.244, -1.494, 0.222], [-1.163, 0.087, -0.929]]
}

=====

# 3
{
  "formula": "C12H24N2O7",
  "method": "ωB97M-V/def2-TZVPD",
  "gap_ev": 4.7,
  "total_charge": 0,
  "e_above_lowest_kcal_mol": 125.5,
  "e_lumo_ev": -1.56,
  "species": ["C", "C", "O", "N", "C", "C", "O", "C", "O", "C", "O", "O", "H", "H", "H", "H", "H", "H", "H", "H", "C", "O", "C", "C", "N", "C", "C", "O", "C", "H", "H", "H", "H", "H", "H", "H", "H", "H", "H", "H", "H", "H", "H", "H", "H"],
  "xyz": [[1.798451, 0.828904, -1.054934], [2.827415, -0.127884, -0.509225], [3.611408, 0.299643, 0.314638], [2.866147, -1.480734, -0.872190], [2.096644, -1.818934, -2.093051], [4.256940, -1.877585, -1.142479], [4.848753, -0.890557, -1.959349], [5.944859, -1.475020, -2.615698], [6.991979, -1.656280, -2.064222], [5.616775, -1.881622, -4.052833], [5.274670, -3.079518, -4.179864], [5.668458, -1.006578, -4.909648], [2.280570, 1.460712, -1.790342], [1.516420, 1.491628, -0.252374], [0.893642, 0.377735, -1.422721], [2.661798, -1.649241, -3.003536], [1.911767, -2.888959, -2.066383], [1.126038, -1.348123, -2.135702], [4.187087, -2.803800, -1.703628], [4.803980, -2.023291, -0.221272], [-5.735180, 2.433550, 1.136598], [-5.178967, 2.338833, 2.446424], [-4.568675, 1.115746, 2.787599], [-3.059968, 1.245331, 2.726086], [-2.582171, 1.456327, 1.316051], [-2.680659, 0.295625, 0.362003], [-1.696038, -0.799798, 0.717530], [-0.388068, -0.369794, 0.455996], [0.349593, 0.115310, 1.581711], [-6.704863, 2.920261, 1.211213], [-5.096076, 3.059974, 0.503305], [-5.866352, 1.455875, 0.667458], [-4.947248, 0.285880, 2.184674], [-4.831229, 0.897174, 3.824304], [-2.551606, 0.374714, 3.134261], [-2.744662, 2.131015, 3.274894], [-1.606611, 1.767021, 1.329343], [-3.101365, 2.251732, 0.937323], [-2.442366, 0.702509, -0.619148], [-3.709096, -0.061012, 0.360638], [-1.899872, -1.646081, 0.057992], [-1.811618, -1.165336, 1.742451], [-0.087625, -0.209859, 2.530574], [0.388695, 1.210257, 1.548998], [1.368225, -0.255748, 1.516534]],
  "forces_ev_per_a": [[-0.161, 0.019, 0.024], [0.363, -0.177, 0.946], [-0.067, 0.024, 0.113], [-0.132, 1.191, -1.686], [-0.123, -0.899, 0.316], [-0.439, -0.263, 0.557], [0.177, -0.239, 0.112], [0.841, -0.207, -0.697], [-0.441, 0.272, 0.359], [-0.595, -0.806, -0.419], [-0.039, -0.020, 0.686], [0.232, 1.018, -0.302], [0.090, -0.105, -0.427], [0.113, 0.254, 0.296], [-0.051, -0.012, -0.394], [0.103, 0.395, -0.157], [-0.035, -0.196, 0.046], [-0.060, 0.185, 0.046], [0.205, -0.337, 0.038], [0.146, 0.119, 0.216], [0.090, 0.179, 0.072], [-0.017, -0.206, -0.267], [-0.070, 0.210, 0.264], [0.096, -0.103, -0.061], [0.074, 0.317, -0.092], [-0.214, -0.065, 0.124], [0.211, -0.094, -0.379], [-0.121, -0.106, 0.536], [-0.085, 0.016, -0.056], [-0.008, -0.009, -0.004], [-0.058, -0.031, -0.075], [-0.017, -0.035, 0.060], [0.033, 0.010, -0.061], [0.045, -0.032, 0.012], [-0.003, -0.018, -0.040], [-0.050, -0.032, 0.095], [0.049, -0.153, 0.042], [-0.080, -0.044, 0.000], [0.022, -0.102, -0.043], [-0.019, 0.052, 0.050], [-0.061, 0.014, -0.010], [-0.050, 0.054, 0.027], [-0.032, -0.084, -0.047], [0.094, 0.014, 0.153], [0.046, 0.032, 0.031]]
}